1.
{"formula": "C17H24F16N3O3", "method": "ωB97M-V/def2-TZVPD", "e_tot_ha": -2649.75231, "lumo_ev": -3.88, "homo_lumo_gap_ev": 9.458, "largest_force_ev_per_a": 1.537, "charge": 1, "spin_multiplicity": 1, "elements": ["C", "O", "C", "N", "C", "C", "N", "C", "C", "C", "N", "H", "H", "H", "H", "H", "H", "H", "H", "H", "H", "H", "H", "H", "H", "H", "H", "C", "C", "C", "F", "F", "F", "F", "O", "C", "C", "F", "F", "F", "F", "H", "H", "H", "H", "C", "C", "C", "F", "F", "F", "F", "O", "C", "C", "F", "F", "F", "F", "H", "H", "H", "H"], "positions_angstrom": [[0.768, 1.114, 1.887], [0.419, 1.801, 0.698], [1.236, 1.512, -0.375], [1.028, 0.143, -0.846], [-0.309, -0.246, -1.340], [1.956, -0.753, -0.825], [1.848, -1.815, -1.690], [1.849, -3.112, -0.979], [2.244, -2.958, 0.476], [3.376, -1.976, 0.641], [2.994, -0.663, 0.079], [0.282, 1.574, 2.725], [0.492, 0.068, 1.808], [1.835, 1.130, 2.041], [2.276, 1.675, -0.141], [0.945, 2.199, -1.153], [-0.568, -1.185, -0.892], [-0.309, -0.376, -2.404], [-1.002, 0.514, -1.028], [2.581, -1.786, -2.385], [2.522, -3.804, -1.454], [0.874, -3.567, -1.021], [2.476, -3.912, 0.908], [1.400, -2.573, 1.030], [4.291, -2.371, 0.214], [3.558, -1.828, 1.691], [3.785, -0.143, -0.277], [0.939, 5.100, -4.146], [-0.322, 5.602, -4.863], [-0.621, 7.099, -4.786], [-0.816, 7.489, -3.507], [-1.753, 7.350, -5.479], [-1.388, 4.890, -4.435], [-0.150, 5.314, -6.182], [0.754, 4.530, -2.862], [0.731, 5.334, -1.752], [-0.625, 5.283, -1.048], [-1.601, 5.688, -1.882], [-0.598, 6.111, 0.017], [1.100, 6.587, -2.048], [1.655, 4.833, -0.892], [1.303, 4.274, -4.752], [1.736, 5.843, -4.148], [0.195, 7.682, -5.225], [-0.843, 4.265, -0.711], [-1.976, -4.944, 4.746], [-3.493, -4.960, 4.510], [-4.020, -5.897, 3.424], [-3.518, -5.564, 2.211], [-5.363, -5.785, 3.364], [-3.923, -3.698, 4.283], [-4.058, -5.374, 5.674], [-1.250, -3.892, 4.130], [-0.816, -4.013, 2.849], [-1.472, -2.966, 1.953], [-2.803, -3.099, 1.959], [-1.035, -3.139, 0.669], [-0.988, -5.258, 2.378], [0.526, -3.776, 2.856], [-1.851, -4.760, 5.810], [-1.522, -5.915, 4.557], [-3.765, -6.937, 3.649], [-1.213, -1.960, 2.292]]}



2.
{"formula": "C3H11N2", "method": "ωB97M-V/def2-TZVPD", "e_tot_ha": -230.27925, "lumo_ev": [0.97, 0.75], "e_above_lowest_kcal_mol": 33.7, "homo_lumo_gap_ev": [4.312, 10.564], "largest_force_ev_per_a": 0.671, "charge": 0, "spin_multiplicity": 2, "elements": ["C", "N", "C", "N", "C", "H", "H", "H", "H", "H", "H", "H", "H", "H", "H", "H"], "positions_angstrom": [[1.001, -0.067, 0.976], [1.847, 0.181, -0.217], [-0.412, 0.507, 0.779], [-0.838, 0.442, -0.614], [-1.659, -0.724, -0.920], [1.505, 0.347, 1.847], [0.912, -1.140, 1.117], [2.257, 1.156, -0.197], [2.659, -0.480, -0.339], [-0.460, 1.531, 1.134], [-1.118, -0.057, 1.401], [-1.336, 1.297, -0.839], [1.248, 0.129, -1.049], [-2.603, -0.760, -0.366], [-1.095, -1.643, -0.732], [-1.909, -0.720, -1.980]]}



3.
{"formula": "C12H26AlClO2", "method": "ωB97M-V/def2-TZVPD", "e_tot_ha": -1325.68799, "lumo_ev": -3.83, "homo_lumo_gap_ev": 2.755, "largest_force_ev_per_a": 2.357, "charge": 0, "spin_multiplicity": 1, "elements": ["C", "C", "C", "C", "C", "C", "C", "C", "C", "C", "Al", "C", "C", "O", "Cl", "H", "H", "H", "H", "H", "H", "H", "H", "H", "H", "H", "H", "H", "H", "H", "H", "H", "H", "H", "H", "H", "H", "H", "O", "H", "H", "H"], "positions_angstrom": [[-0.228, -0.104, -1.877], [-0.922, -1.432, -1.723], [-1.682, -2.017, -2.879], [-0.856, -2.141, -0.582], [-0.509, -1.611, 0.783], [-1.377, -0.431, 1.247], [-0.652, 0.915, 1.346], [-1.554, 1.854, 2.145], [0.733, 0.808, 1.980], [1.318, 2.132, 2.465], [1.783, 3.321, 0.871], [3.498, 2.432, 0.121], [3.611, 2.382, -1.368], [2.818, 2.791, -2.182], [5.168, 1.604, -1.984], [-0.871, 0.725, -1.601], [0.633, -0.070, -1.223], [0.099, -0.003, -2.905], [-1.268, -1.772, -3.850], [-2.719, -1.708, -2.793], [-1.672, -3.093, -2.718], [-1.028, -3.215, -0.667], [-0.657, -2.429, 1.484], [0.556, -1.387, 0.816], [-2.184, -0.308, 0.524], [-1.862, -0.631, 2.200], [-0.565, 1.373, 0.368], [-1.556, 1.577, 3.199], [-1.211, 2.879, 2.088], [-2.584, 1.771, 1.804], [1.416, 0.451, 1.202], [0.757, 0.035, 2.757], [2.278, 1.903, 2.935], [0.726, 2.627, 3.232], [2.133, 4.838, 1.295], [0.581, 3.320, -0.220], [4.373, 2.969, 0.485], [3.563, 1.413, 0.504], [-2.439, -5.247, -1.805], [-3.246, -5.171, -2.353], [-1.762, -5.813, -2.228], [-2.641, -5.535, -0.891]]}



4.
{"formula": "CH7N2S2", "method": "ωB97M-V/def2-TZVPD", "e_tot_ha": -947.95259, "lumo_ev": -3.59, "e_above_lowest_kcal_mol": 1.7, "homo_lumo_gap_ev": 9.528, "largest_force_ev_per_a": 0.484, "charge": 1, "spin_multiplicity": 1, "elements": ["N", "C", "N", "H", "H", "H", "H", "H", "S", "S", "H", "H"], "positions_angstrom": [[-1.472, 0.747, 0.866], [-1.320, 0.942, -0.417], [-0.179, 0.862, -1.029], [-0.668, 0.613, 1.466], [-2.360, 0.940, 1.300], [-2.207, 1.189, -0.986], [-0.131, 0.984, -2.028], [0.641, 0.497, -0.551], [2.698, -1.183, -0.382], [1.491, -1.162, 1.315], [2.994, -2.493, -0.362], [0.514, -1.937, 0.808]]}



5.
{"formula": "C2HBrFN", "method": "ωB97M-V/def2-TZVPD", "e_tot_ha": -2805.37325, "lumo_ev": 0.13, "e_above_lowest_kcal_mol": 17.3, "homo_lumo_gap_ev": 11.416, "largest_force_ev_per_a": 5.961, "charge": 0, "spin_multiplicity": 1, "elements": ["C", "C", "N", "F", "Br", "H"], "positions_angstrom": [[0.794, 0.167, -0.572], [-0.271, -0.187, 0.283], [1.472, 0.637, -1.334], [0.086, -1.271, 0.954], [-1.986, -0.131, -0.548], [-0.095, 0.786, 1.216]]}